{
  "formula": "C21H46NO4P",
  "method": "ωB97M-V/def2-TZVPD",
  "elements": ["P", "O", "O", "O", "O", "N", "C", "C", "C", "C", "C", "C", "C", "C", "C", "C", "C", "C", "C", "C", "C", "C", "C", "C", "C", "C", "C", "H", "H", "H", "H", "H", "H", "H", "H", "H", "H", "H", "H", "H", "H", "H", "H", "H", "H", "H", "H", "H", "H", "H", "H", "H", "H", "H", "H", "H", "H", "H", "H", "H", "H", "H", "H", "H", "H", "H", "H", "H", "H", "H", "H", "H", "H"],
  "positions_angstrom": [[-0.94009, -1.40126, -0.69416], [-2.60034, -1.74902, -0.91964], [-0.33883, -1.99715, -2.06258], [-0.53363, -2.19181, 0.50723], [-0.85606, 0.07524, -0.70213], [-3.66071, -0.81472, 1.81421], [-2.50195, -1.33636, 2.55904], [0.30084, -3.25246, -2.02559], [1.21021, 0.45952, 3.33087], [2.64249, -2.73041, -2.92816], [1.86987, -0.70739, 2.59207], [-4.71734, -0.45228, 2.77688], [0.16923, 1.20649, 2.48659], [-3.22501, -2.58639, -0.02087], [1.48880, 3.83153, -0.86621], [2.48793, 2.35436, -2.65137], [-3.27398, 0.40451, 1.07980], [2.32492, 1.10231, -3.51479], [-4.22215, -1.84392, 0.89234], [1.23783, 2.67957, -1.83663], [-0.28769, 3.03735, 0.81726], [0.27033, 4.19368, -0.01431], [2.69241, -0.28144, 1.38275], [0.71180, 2.47131, 1.82386], [2.41860, -0.19287, -2.70999], [1.79093, -3.11193, -1.71690], [2.25100, -1.41744, -3.60666], [1.98041, 1.15944, 3.66520], [1.63400, 2.22238, 1.30632], [3.41370, 0.48899, 1.65176], [2.15370, -4.06545, -1.32418], [1.63812, -0.20370, -1.95039], [-0.52315, 4.55367, -0.67442], [-2.46746, 0.20445, 0.36556], [2.72577, 3.20748, -3.29416], [2.04189, 0.09474, 0.59867], [-2.47882, -3.12027, 0.58072], [1.09886, -1.40132, 2.25288], [0.14454, -3.71623, -3.00603], [2.57479, -3.53655, -3.66531], [-1.67509, -1.56505, 1.87149], [2.32756, 3.57662, -0.21521], [0.73045, 0.05711, 4.22850], [-4.99294, -1.31427, 3.38312], [-4.95399, -1.34349, 0.25461], [-5.60114, -0.09388, 2.25102], [3.23724, -1.13551, 0.98501], [3.68622, -2.66711, -2.60701], [-0.68220, 1.48682, 3.11726], [2.87808, -1.29811, -4.49635], [3.39000, -0.23472, -2.20860], [1.78579, 4.71885, -1.43425], [-0.60331, 2.23457, 0.15158], [0.92246, 1.79296, -1.29077], [-3.81964, -3.32803, -0.57495], [-4.35914, 0.33703, 3.43575], [-0.18938, 0.54129, 1.70115], [1.21262, -1.47240, -3.93379], [-4.12922, 0.79720, 0.53448], [-1.17472, 3.39491, 1.35153], [-2.78196, -2.24255, 3.09318], [-4.72988, -2.59788, 1.49898], [0.54428, 5.01786, 0.65195], [1.35898, 1.13890, -4.02224], [-2.15661, -0.58906, 3.26894], [3.10459, 1.09559, -4.28309], [3.33475, 2.21073, -1.97456], [-0.16411, -3.87779, -1.25661], [2.51552, -1.23929, 3.29729], [-2.91816, 1.15536, 1.78175], [0.94539, 3.22266, 2.58473], [1.88694, -2.36409, -0.92961], [0.42486, 2.94815, -2.51479]],
  "forces_ev_per_angstrom": [[-0.916, -0.406, -0.404], [1.173, 0.615, -0.253], [-0.381, 0.824, 0.445], [0.311, -0.026, -0.367], [0.185, 0.060, -0.229], [-0.356, 0.009, 0.253], [0.931, -0.350, 0.298], [0.473, -0.801, 0.148], [-0.171, -0.226, -0.052], [-0.166, 0.061, 0.024], [0.107, 0.156, 0.124], [-0.593, 0.183, 0.525], [0.315, 0.152, 0.164], [-0.279, -0.321, 0.661], [-0.305, -0.036, -0.054], [-0.307, -0.082, -0.198], [0.457, 0.762, -0.686], [0.234, 0.056, 0.296], [-0.010, -0.778, -0.923], [0.464, 0.196, 0.141], [0.234, 0.207, 0.007], [0.045, -0.064, 0.043], [-0.109, -0.200, 0.175], [-0.479, -0.126, -0.142], [-0.148, -0.013, -0.423], [-0.138, -0.007, -0.317], [0.214, -0.063, 0.230], [0.028, 0.047, 0.106], [0.187, 0.001, -0.007], [0.092, 0.108, -0.034], [-0.014, 0.028, 0.094], [0.016, 0.029, 0.168], [-0.016, 0.108, -0.015], [-0.179, 0.061, 0.206], [0.065, 0.044, 0.054], [-0.043, 0.125, -0.214], [-0.232, -0.043, -0.031], [-0.027, -0.086, 0.042], [0.014, 0.029, 0.086], [0.079, -0.054, 0.010], [-0.224, 0.029, 0.100], [0.102, 0.018, -0.004], [0.056, 0.042, 0.062], [0.104, -0.053, -0.101], [-0.020, 0.085, 0.186], [0.091, -0.030, -0.112], [0.069, -0.037, -0.120], [0.054, -0.039, -0.070], [-0.099, 0.002, -0.035], [-0.058, 0.025, -0.037], [0.049, 0.006, 0.088], [0.092, -0.001, 0.024], [-0.088, -0.068, 0.001], [-0.133, -0.109, 0.032], [-0.026, 0.088, 0.183], [0.108, -0.023, -0.094], [-0.155, -0.076, -0.085], [-0.047, 0.030, -0.142], [-0.148, -0.104, 0.077], [-0.073, -0.044, 0.031], [-0.161, -0.005, -0.015], [0.009, 0.136, 0.081], [-0.072, 0.075, -0.013], [-0.058, 0.000, -0.126], [-0.160, 0.136, 0.028], [-0.058, -0.048, -0.063], [0.085, 0.041, 0.030], [0.009, -0.023, -0.148], [-0.021, -0.056, -0.012], [-0.039, -0.075, 0.173], [0.114, 0.009, 0.005], [0.065, -0.056, 0.160], [-0.125, -0.054, -0.037]],
  "nbo_charge": [2.542, -0.819, -0.819, -1.189, -1.161, -0.212, -0.469, -0.067, -0.394, -0.389, -0.400, -0.399, -0.409, -0.082, -0.390, -0.383, -0.455, -0.384, -0.234, -0.414, -0.407, -0.386, -0.615, -0.392, -0.409, -0.415, -0.395, 0.191, 0.201, 0.195, 0.205, 0.219, 0.194, 0.311, 0.192, 0.215, 0.217, 0.221, 0.176, 0.192, 0.319, 0.190, 0.191, 0.220, 0.220, 0.223, 0.208, 0.196, 0.173, 0.192, 0.186, 0.196, 0.233, 0.226, 0.187, 0.227, 0.222, 0.208, 0.213, 0.180, 0.210, 0.213, 0.190, 0.197, 0.223, 0.191, 0.189, 0.189, 0.190, 0.220, 0.188, 0.216, 0.193],
  "smiles": "CCCCCCCCCCCCCCCCO[P@@](=O)([O-])OCC[N+](C)(C)C",
  "molar_mass_g_mol": 407.58,
  "lumo_energy_ha": 0.003,
  "homo_lumo_gap_ev": 9.53,
  "charge": 0,
  "homo_energy_ev": -9.435,
  "de_lowest_ev": 0.0000
}

***

{
  "formula": "C43H53N4OP2RuSSi2",
  "method": "ωB97M-V/def2-TZVPD",
  "elements": ["Ru", "S", "P", "P", "Si", "Si", "O", "N", "N", "N", "N", "C", "C", "C", "C", "C", "C", "C", "C", "C", "C", "C", "C", "C", "C", "C", "C", "C", "C", "C", "C", "C", "C", "C", "C", "C", "C", "C", "C", "C", "C", "C", "C", "C", "C", "C", "C", "C", "C", "C", "C", "C", "C", "C", "H", "H", "H", "H", "H", "H", "H", "H", "H", "H", "H", "H", "H", "H", "H", "H", "H", "H", "H", "H", "H", "H", "H", "H", "H", "H", "H", "H", "H", "H", "H", "H", "H", "H", "H", "H", "H", "H", "H", "H", "H", "H", "H", "H", "H", "H", "H", "H", "H", "H", "H", "H", "H"],
  "positions_angstrom": [[-0.12817, -0.32695, -0.64972], [-2.00950, -0.19314, -2.15880], [0.05267, 1.65644, 1.14901], [1.81561, 1.55883, -1.08085], [3.39906, -1.09613, -0.57991], [-0.90885, -1.01913, 2.30968], [-0.13699, -2.37576, -1.33091], [-4.22309, -1.58998, -1.71196], [-2.39254, -2.87599, -1.53174], [0.17740, 0.06579, 1.48456], [2.09473, 0.00256, -0.83614], [2.78731, 3.92366, 4.06471], [3.08865, 1.89888, -3.53647], [0.51327, -5.03457, -1.04999], [-2.89004, -1.65909, -1.76004], [-1.79350, -5.59186, -1.42234], [5.02671, -0.39776, -1.17357], [-2.57989, 2.43808, 0.61213], [0.21130, 1.82583, -0.54002], [2.00380, 4.63442, 3.15865], [-0.79696, -4.63066, -1.27038], [-1.88229, 2.70489, 2.90021], [3.51109, -1.47971, 1.23834], [2.86041, 4.10664, -0.88573], [-0.15944, -7.33986, -1.17871], [0.83297, -6.38368, -1.00199], [3.70810, 5.09383, -0.40282], [-2.62475, -0.92400, 1.56944], [3.14626, 2.16628, -4.89595], [3.08455, -2.65077, -1.55260], [4.81018, 3.46698, 0.98910], [3.95645, 2.47952, 0.50907], [-3.15312, 3.15592, 3.24163], [-0.18249, -2.71616, 2.08476], [-5.77232, 0.11635, -0.81986], [0.70438, 2.23704, -3.56017], [-5.00539, -0.38779, -2.03271], [-5.05125, -3.35358, -0.10169], [-4.13751, 3.24808, 2.26677], [-5.02076, -2.82171, -1.52602], [1.95141, 1.85288, 3.16710], [2.98901, 2.78778, -0.44121], [1.15245, 2.56013, 2.27207], [1.18605, 3.95566, 2.26717], [-1.58568, 2.33998, 1.58520], [0.76280, 2.50946, -4.92480], [-1.09386, -0.59583, 4.11054], [2.76533, 2.53649, 4.06740], [4.69062, 4.77079, 0.52843], [1.97998, 2.47722, -5.59000], [-1.10538, -3.16707, -1.38455], [1.86645, 1.93396, -2.86057], [-3.84923, 2.88984, 0.95354], [-1.47596, -6.94149, -1.37911], [-1.11242, 2.64075, 3.66158], [4.09663, 2.13676, -5.41748], [0.32132, -2.78821, 1.11657], [5.20080, 0.63371, -0.85339], [3.65842, -2.64552, -2.48755], [-4.05954, -3.68090, 0.20521], [0.09108, -8.39447, -1.15651], [3.37985, 1.98459, 4.77082], [0.56851, 4.50510, 1.56388], [-1.58792, -1.42174, 4.64304], [-2.58531, -0.56866, 0.54139], [1.85933, -6.68778, -0.83307], [-5.12511, 3.61099, 2.52750], [5.56378, 3.21775, 1.72928], [-2.34369, 2.17090, -0.40771], [-0.12008, -0.41524, 4.58646], [-2.81657, -5.26809, -1.57143], [2.02947, 5.71901, 3.15235], [-3.37149, 3.44046, 4.26532], [4.03836, 1.46406, 0.88214], [3.41750, 4.45749, 4.76777], [-6.29532, 1.04336, -1.06940], [-6.51944, -0.61034, -0.48519], [-6.03396, -2.57581, -1.83860], [2.02645, -2.70643, -1.80413], [-5.73293, -4.20869, -0.04688], [-1.70925, 0.30422, 4.22991], [2.50261, -1.64172, 1.63654], [-2.25525, -7.68239, -1.50712], [2.02495, 2.69826, -6.65069], [5.36016, 5.53848, 0.89878], [-3.11230, -1.90986, 1.56158], [-0.95550, -3.49691, 2.12302], [-4.34219, 0.37918, -2.39810], [3.99852, 1.66339, -2.99074], [3.96523, -0.65136, 1.79737], [1.92755, 0.76899, 3.14870], [-5.08469, 0.31340, 0.00755], [-4.61391, 2.97247, 0.18764], [4.11349, -2.38042, 1.42474], [3.36648, -3.55448, -0.99362], [5.84726, -1.01522, -0.78002], [-4.63411, -3.58279, -2.19966], [-3.25849, -0.22221, 2.12489], [0.55409, -2.93340, 2.86811], [-5.69156, -0.64289, -2.83981], [-5.40407, -2.58847, 0.59537], [2.09974, 4.35311, -1.61826], [-0.14471, 2.75430, -5.46664], [3.60692, 6.11380, -0.75535], [-0.23589, 2.26132, -3.02310], [5.07816, -0.43000, -2.26924], [1.27893, -4.28341, -0.91199]],
  "forces_ev_per_angstrom": [[1.893, 0.078, 0.400], [0.359, 0.317, 0.540], [-0.348, 0.837, -0.140], [-0.761, 0.729, -0.435], [-0.133, -0.018, -0.113], [-0.060, 0.060, -0.086], [0.294, 0.164, 0.705], [-0.470, -0.056, -0.317], [-0.203, 0.055, 0.196], [-0.639, -0.249, -1.638], [-0.967, -0.477, 0.121], [-0.015, 0.009, -0.034], [-0.068, -0.018, -0.020], [0.140, -0.048, 0.125], [0.349, -0.155, -0.110], [-0.095, -0.048, 0.018], [0.252, 0.154, -0.105], [-0.050, 0.097, 0.165], [0.136, -0.232, 0.403], [-0.002, -0.039, -0.054], [-0.098, 0.075, -0.226], [-0.088, -0.039, -0.066], [0.084, -0.151, 0.331], [0.118, -0.029, 0.018], [0.010, 0.029, 0.019], [-0.039, -0.013, -0.012], [-0.027, -0.098, 0.039], [-0.327, -0.241, 0.059], [-0.030, -0.007, 0.026], [0.137, -0.296, -0.113], [-0.034, -0.027, 0.031], [-0.017, 0.053, 0.036], [0.087, -0.030, -0.022], [0.013, -0.354, 0.103], [-0.051, -0.024, 0.088], [0.070, -0.017, -0.098], [-0.016, -0.201, 0.320], [-0.046, 0.042, 0.072], [0.028, -0.021, -0.065], [0.107, 0.142, 0.105], [-0.024, 0.131, 0.026], [0.248, -0.072, 0.037], [0.057, -0.015, 0.161], [0.071, -0.034, 0.030], [-0.079, -0.169, 0.317], [-0.002, -0.010, 0.052], [0.195, 0.097, 0.384], [-0.044, -0.045, -0.056], [-0.051, -0.023, -0.019], [0.014, -0.003, 0.026], [-0.260, -0.251, -0.249], [0.167, -0.079, -0.103], [0.058, 0.001, 0.006], [0.019, 0.065, 0.011], [-0.028, 0.020, -0.003], [-0.052, 0.009, 0.044], [-0.026, -0.055, 0.068], [0.059, -0.133, -0.056], [-0.100, 0.003, 0.125], [-0.016, 0.014, 0.013], [-0.014, 0.055, 0.014], [-0.045, 0.028, -0.054], [0.011, -0.007, 0.037], [0.098, 0.177, -0.100], [-0.104, 0.044, -0.103], [-0.046, 0.009, -0.007], [0.033, -0.028, -0.015], [-0.066, 0.014, -0.068], [0.054, -0.014, -0.096], [-0.202, -0.053, -0.014], [0.090, -0.022, -0.038], [0.001, -0.085, -0.007], [0.027, -0.015, -0.070], [-0.013, 0.092, 0.004], [-0.033, -0.034, -0.046], [0.031, -0.072, 0.026], [0.083, 0.079, -0.009], [-0.033, 0.042, -0.070], [0.081, -0.019, -0.055], [0.068, 0.098, -0.013], [0.112, -0.171, 0.021], [0.142, 0.012, -0.004], [0.019, 0.008, 0.007], [-0.005, -0.024, 0.057], [-0.033, -0.025, -0.012], [0.082, 0.235, 0.041], [0.167, 0.128, 0.012], [0.161, 0.117, -0.065], [-0.045, 0.038, -0.051], [-0.099, -0.108, -0.033], [0.013, 0.017, 0.012], [-0.068, 0.007, -0.068], [0.058, -0.004, 0.067], [-0.111, 0.182, -0.013], [-0.026, 0.174, -0.130], [-0.135, 0.105, -0.101], [0.048, -0.030, -0.058], [0.073, -0.070, -0.045], [-0.063, 0.009, -0.126], [-0.041, -0.059, -0.092], [0.039, -0.076, -0.048], [0.030, -0.002, 0.010], [0.060, -0.034, 0.047], [0.002, -0.050, 0.011], [-0.007, 0.052, 0.020], [0.015, 0.010, 0.169], [-0.110, -0.136, -0.022]],
  "mulliken_charge": [0.685, -0.552, 2.828, 3.725, 0.272, 0.309, -0.856, 0.166, 0.021, 0.191, 0.139, -0.562, -0.422, 0.011, 0.376, -0.153, -1.107, -0.577, -2.925, -0.811, 0.567, -0.732, -0.797, -1.117, -0.383, -0.832, -0.721, -0.130, -0.744, -0.870, -0.840, 0.223, -0.766, -0.710, -0.842, -0.244, -0.824, -1.085, -0.730, -0.748, -0.402, 0.624, 0.212, -0.445, 0.334, -0.848, -1.172, -0.865, -0.706, -0.518, -0.371, -0.169, -0.589, -0.755, 0.557, 0.431, -0.251, 0.296, 0.428, 0.147, 0.384, 0.394, 0.487, 0.431, -0.717, 0.423, 0.398, 0.430, 0.344, 0.287, 0.307, 0.428, 0.424, 0.117, 0.383, 0.394, 0.355, 0.486, 0.002, 0.427, 0.286, -0.131, 0.424, 0.375, 0.398, 0.289, 0.399, 0.470, 0.361, 0.301, 0.452, 0.070, 0.555, 0.491, 0.311, 0.440, 0.467, 0.496, 0.381, 0.354, 0.380, 0.487, 0.432, 0.432, 0.390, 0.281, -0.148],
  "molar_mass_g_mol": 893.18,
  "s2": 0.79,
  "lumo_energy_ha": [-0.021, -0.006],
  "homo_lumo_gap_ev": [6.69, 7.01],
  "charge": 0,
  "homo_energy_ev": [-7.252, -7.182],
  "spin_multiplicity": 2,
  "de_lowest_ev": 0.0000
}

***

What are the electronic energy values for these records? In order: -41495.4632; -101213.4353 eV.